[1]
{
  "formula": "C5H9NO",
  "method": "ωB97M-V with the def2-TZVPD basis set",
  "symbols": ["O", "N", "C", "C", "C", "C", "C", "H", "H", "H", "H", "H", "H", "H", "H", "H"],
  "positions_angstrom": [[-1.2644, -1.7838, 0.0454], [-0.3409, -0.3384, 1.5848], [-0.0033, 1.2768, -0.2017], [-1.4131, 0.6290, -0.2335], [-1.1532, -0.6695, 0.5120], [0.8084, 0.1259, 0.4172], [1.2124, -0.8480, -0.6762], [0.2943, 1.6220, -1.2044], [0.5194, -1.0098, -1.5178], [1.6897, 0.3632, 1.0057], [-1.7664, 0.3738, -1.2303], [1.9949, -0.1470, -1.0125], [-0.1594, -1.2064, 2.1083], [0.0569, 2.1362, 0.4647], [1.6539, -1.7947, -0.3411], [-2.1291, 1.2708, 0.2794]],
  "atomic_forces_ev_per_a": [[-1.15, 0.11, 0.50], [1.42, -0.07, -1.24], [-0.10, -0.05, 0.36], [-0.31, 0.09, -0.25], [-0.20, -0.14, -0.67], [-1.04, -0.36, 1.63], [0.73, 0.60, 0.00], [0.27, -0.45, 0.39], [0.09, 0.10, 0.67], [-0.14, 0.30, 0.06], [0.00, 0.24, -0.05], [0.36, -0.87, -0.75], [0.65, 0.37, -0.53], [-0.28, 0.00, -0.02], [-0.16, 0.34, -0.04], [-0.13, -0.22, -0.07]],
  "energy_ev": -8867.3243,
  "total_charge": 0,
  "multiplicity": 1
}



[2]
{
  "formula": "CH5CrO",
  "method": "ωB97M-V with the def2-TZVPD basis set",
  "symbols": ["Cr", "O", "C", "H", "H", "H", "H", "H"],
  "positions_angstrom": [[1.9376, 0.6717, -0.2195], [1.2103, -1.0945, -0.4136], [-0.9020, 0.5688, 0.1401], [-1.4508, 0.5707, -0.8141], [-0.2987, -0.6859, -0.1488], [-1.2281, 0.2094, 1.1285], [-0.8301, 1.6496, 0.3372], [1.5619, -1.8897, -0.0098]],
  "atomic_forces_ev_per_a": [[-2.37, -1.86, 0.10], [0.80, 1.06, -0.45], [1.08, -1.73, -0.46], [-0.77, -0.41, 0.85], [0.79, 3.43, 0.57], [-0.96, -0.11, -0.75], [1.21, -0.07, -0.15], [0.23, -0.31, 0.30]],
  "energy_ev": -31575.4296,
  "total_charge": 1,
  "multiplicity": 5
}



[3]
{
  "formula": "C26H78O13",
  "method": "ωB97M-V with the def2-TZVPD basis set",
  "symbols": ["O", "O", "O", "O", "O", "O", "O", "O", "O", "O", "O", "O", "O", "C", "C", "C", "C", "C", "C", "C", "C", "C", "C", "C", "C", "C", "C", "C", "C", "C", "C", "C", "C", "C", "C", "C", "C", "C", "C", "H", "H", "H", "H", "H", "H", "H", "H", "H", "H", "H", "H", "H", "H", "H", "H", "H", "H", "H", "H", "H", "H", "H", "H", "H", "H", "H", "H", "H", "H", "H", "H", "H", "H", "H", "H", "H", "H", "H", "H", "H", "H", "H", "H", "H", "H", "H", "H", "H", "H", "H", "H", "H", "H", "H", "H", "H", "H", "H", "H", "H", "H", "H", "H", "H", "H", "H", "H", "H", "H", "H", "H", "H", "H", "H", "H", "H", "H"],
  "positions_angstrom": [[-5.3409, 1.4701, -7.5738], [-8.9656, 3.0074, 1.2818], [-1.6453, -1.0269, 0.2706], [2.3433, -4.4306, 6.9002], [-0.5574, -4.6489, -2.9985], [-5.2185, -0.4522, 3.7906], [-7.9567, -6.0575, -0.2374], [4.7272, 5.8605, 1.0035], [1.0259, 5.5954, -2.3887], [4.3798, -2.3768, -6.3639], [1.3180, 5.3465, 7.1424], [8.8855, 0.4810, 4.4473], [4.3907, -5.1625, -2.4339], [-1.4413, -5.2829, -3.9162], [-7.4538, -4.7478, -0.0596], [0.4982, 0.0656, 0.0393], [7.8285, 1.1807, 3.7209], [3.4792, -2.6782, -7.4005], [7.0350, 6.7434, 1.2327], [1.3810, 3.9072, 7.1483], [-9.0448, 3.4783, -0.0450], [-8.5969, -3.7918, 0.3462], [5.4882, 7.0229, 1.0212], [-3.9591, 1.4941, -5.6103], [-4.2462, -1.5770, 5.6692], [4.9197, -5.0069, -1.1711], [-0.7266, -6.3470, -4.7137], [2.4269, 4.4133, -3.8325], [1.2031, 5.3083, -3.7526], [-4.5367, 2.2979, -6.7541], [6.3842, -5.3951, -1.2791], [1.7408, -3.4469, 4.8290], [6.8578, 0.2012, 3.0964], [1.7477, -3.3081, 6.3613], [1.7195, 3.4225, 5.7476], [-4.9069, -0.2940, 5.1700], [-0.8951, 0.1366, 0.6126], [2.3559, -1.6944, -7.1614], [-7.6640, 3.8848, -0.5263], [5.0979, 7.6689, 1.8076], [-5.1032, 3.1412, -6.3590], [0.6251, -0.3696, -0.9520], [-6.9365, 3.0745, -0.4796], [-3.8910, -1.5174, 6.6980], [-1.0201, -4.0539, -2.4039], [2.0791, 3.5225, 7.8918], [6.6207, -6.4383, -1.4884], [3.0969, -3.6990, -7.4005], [7.2073, 6.1477, 2.1291], [-0.7023, 0.3933, 1.6542], [7.4577, 6.1040, 0.4577], [4.8880, -3.9652, -0.8518], [3.9247, -2.4135, -8.3594], [1.3614, 6.2198, -4.3289], [0.8189, 1.1060, -0.0140], [5.4492, 7.5398, 0.0623], [7.2919, 1.9009, 4.3384], [-2.2220, -5.6718, -3.2625], [3.4529, -4.9714, -2.3593], [7.5237, 7.7078, 1.3712], [1.2404, -2.6056, 4.3494], [2.3428, -2.4289, 6.6081], [1.1579, -4.3370, 4.5924], [-2.4373, -0.9229, 0.8030], [-3.5506, 2.2182, -4.9054], [-9.7563, 4.2972, -0.1518], [-4.8064, 1.0121, -5.1227], [-5.9349, 0.1147, 3.4954], [2.7257, 3.6325, 5.3851], [1.5578, 2.3492, 5.6483], [2.7448, -3.4476, 4.4045], [-3.6932, 2.7104, -7.3077], [1.5780, -1.7830, -7.9198], [-0.0729, -6.9351, -4.0696], [2.7700, -0.6875, -7.2127], [-3.2194, 0.7522, -5.9111], [2.2605, 3.5126, -3.2417], [-0.0865, -5.8531, -5.4447], [1.2252, -0.4614, 0.6573], [-4.2691, 0.5739, 5.3379], [1.0338, 3.9005, 5.0480], [-7.6729, 4.2024, -1.5690], [0.1248, 5.8972, -2.2524], [-5.8303, 2.0809, -8.1296], [0.7807, 5.6558, 7.8754], [3.9591, 5.9735, 0.4388], [0.7600, -3.1874, 6.8063], [9.5546, 1.1041, 4.7399], [6.9273, -4.8054, -2.0176], [-6.7236, -4.6799, 0.7468], [4.3628, -5.6911, -0.5309], [6.8823, -5.1537, -0.3401], [-3.3967, -1.8188, 5.0305], [4.0788, -2.8493, -5.5843], [-7.1565, -6.5725, -0.1102], [-1.8612, -4.4629, -4.4988], [2.6578, 4.0676, -4.8402], [-7.2260, 4.7004, 0.0490], [-1.4055, 1.0075, 0.2011], [-9.2170, -3.6206, -0.5337], [0.4166, 3.5703, 7.5285], [-4.9483, -2.3872, 5.4722], [-1.4182, -6.9762, -5.2740], [6.1294, 0.7532, 2.5024], [-9.8002, 3.1930, 1.7183], [-7.0058, -4.4832, -1.0174], [7.3394, -0.4241, 2.3446], [-5.8542, -0.1192, 5.6799], [1.8542, -1.8234, -6.2024], [3.2411, -4.4321, 6.5603], [-9.2514, -4.1987, 1.1171], [8.2908, 1.8147, 2.9643], [6.4843, -0.4381, 3.8963], [-9.3590, 2.6897, -0.7287], [0.3722, 4.7382, -4.1682], [3.3297, 4.9298, -3.5065], [-8.2295, -2.8846, 0.8259]],
  "atomic_forces_ev_per_a": [[-0.08, 0.27, -0.02], [-0.08, 0.03, 0.33], [0.20, 0.43, 1.09], [0.50, -1.11, 0.89], [1.50, -0.10, 0.09], [0.54, -0.42, -0.48], [0.34, -0.29, 0.53], [-0.17, -1.18, -0.08], [-0.39, 0.21, 0.56], [1.24, -0.83, 0.21], [0.47, -0.25, -0.22], [-1.14, 0.08, -0.44], [-1.07, 0.23, -1.69], [-0.63, 0.70, 1.25], [-0.98, 1.09, 0.48], [0.70, 0.32, -0.33], [1.01, 0.26, -0.08], [-1.07, 1.31, 0.33], [-1.67, -0.42, 0.62], [-0.18, 0.51, 0.28], [0.65, -0.06, -0.83], [0.10, -0.51, -0.34], [1.92, 0.42, -0.13], [-0.81, 0.33, 0.18], [-0.17, 0.18, -0.98], [1.39, -0.69, 0.19], [0.29, 0.65, -0.18], [0.31, -0.13, -0.34], [0.86, -0.74, -0.44], [0.83, -0.19, 0.16], [0.77, 0.21, 0.77], [-1.04, 0.53, 0.39], [0.88, -0.02, -0.12], [0.26, 1.03, -1.36], [-0.65, -0.03, -0.16], [-0.46, -0.06, 0.15], [0.77, 0.26, -1.11], [-0.96, 0.14, -0.79], [0.48, 0.37, 0.02], [0.27, 0.33, 0.07], [-0.21, 0.03, 0.08], [-0.56, 0.09, -0.13], [-0.23, -0.27, 0.15], [-0.32, -0.05, -0.01], [-0.24, -0.06, -0.16], [0.48, 0.23, -0.01], [-0.53, -0.08, -0.05], [0.35, -0.20, -0.02], [-0.22, 0.18, 0.33], [-0.75, -0.71, 0.57], [-0.06, 0.53, -0.43], [-0.30, 0.07, 0.35], [0.31, -0.40, 0.07], [-0.13, 0.12, -0.13], [0.38, 0.02, -0.10], [-0.32, 0.22, -0.08], [-0.07, -0.24, 0.55], [-0.46, -0.54, -0.52], [-0.20, -0.05, -0.35], [0.23, -0.15, -0.32], [-0.14, 0.14, 0.05], [-0.11, 0.38, 0.23], [0.35, -0.13, -0.29], [-0.42, -0.49, -0.09], [0.33, -0.23, 0.11], [0.02, 0.16, 0.12], [0.17, -0.27, 0.18], [0.03, 0.16, 0.34], [0.07, 0.18, 0.45], [0.04, -0.08, 0.18], [0.07, -0.40, 0.17], [0.02, 0.18, -0.39], [-0.13, 0.08, -0.17], [-0.24, -0.14, 0.04], [-0.08, 0.00, 0.08], [-0.07, 0.13, -0.02], [0.10, 0.12, 0.20], [0.11, -0.05, -0.07], [-0.24, -0.07, 0.30], [0.14, 0.11, -0.08], [-0.04, 0.03, -0.05], [-0.25, 0.04, -0.06], [-0.02, 0.10, 0.09], [-0.18, -0.25, -0.28], [0.05, -0.14, 0.06], [0.00, 0.05, 0.00], [-0.04, -0.13, -0.21], [-0.12, 0.18, -0.07], [-0.36, 0.14, -0.23], [0.35, -0.34, -0.08], [0.22, 0.27, 0.76], [0.02, -0.08, 0.22], [0.22, 0.21, 0.02], [0.13, 0.01, 0.18], [-0.28, -0.72, -0.17], [-0.27, -0.40, -0.64], [-0.29, 0.14, -0.21], [-0.20, 0.09, 0.14], [-0.09, 0.13, -0.18], [-0.05, 0.46, 0.15], [-0.26, -0.46, -0.54], [-0.04, -0.13, 0.56], [-0.03, -0.05, 0.21], [-0.48, -0.02, 0.57], [0.00, -0.10, 0.06], [0.20, 0.65, 0.14], [0.33, -0.17, 0.23], [0.06, 0.01, 0.45], [0.21, -0.13, 0.14], [0.15, -0.31, 0.12], [0.14, -0.58, -0.08], [0.12, -0.13, -0.34], [-0.55, 0.06, -0.29], [-0.38, -0.27, 0.09], [-0.34, 0.19, -0.01], [-0.09, -0.01, 0.32], [0.19, 0.25, -0.62]],
  "energy_ev": -54838.5196,
  "total_charge": 0,
  "multiplicity": 1
}



[4]
{
  "formula": "H16NO6",
  "method": "ωB97M-V with the def2-TZVPD basis set",
  "symbols": ["O", "O", "O", "O", "O", "O", "N", "H", "H", "H", "H", "H", "H", "H", "H", "H", "H", "H", "H", "H", "H", "H", "H"],
  "positions_angstrom": [[-1.1075, -1.9469, -1.2458], [-3.0032, 0.1099, -1.7436], [0.4730, 3.0403, 0.8138], [1.9851, -2.8254, 0.5324], [1.0536, 1.4353, -1.9765], [-0.2093, 0.3347, 3.2837], [0.3169, 0.1458, 0.4671], [-0.4362, -2.2883, -1.8714], [0.2343, -0.7631, 0.9129], [-0.0180, 0.7293, 4.0458], [0.2054, 3.6998, 0.3900], [-3.1092, 0.0400, -2.6458], [1.0693, 3.1809, 1.6055], [0.7416, 2.3209, -2.2980], [-0.3907, 0.6779, 0.7490], [1.1933, 0.5595, 0.5686], [-2.5924, -0.6993, -1.4836], [2.3677, -2.4638, -0.2316], [1.0741, 1.0917, -2.8060], [2.6461, -3.4551, 1.0119], [-1.0090, -0.1729, 3.5019], [-1.6204, -2.7252, -0.9372], [0.1355, -0.0259, -0.6429]],
  "atomic_forces_ev_per_a": [[0.22, -0.80, -0.04], [-0.01, 1.17, 2.83], [4.46, -9.99, 6.86], [0.23, -2.10, 3.08], [-0.83, 3.02, 2.42], [-1.90, -2.95, -4.76], [0.75, -4.82, -5.49], [-0.71, 0.02, 0.47], [0.42, -0.18, 0.21], [1.54, 2.76, 4.94], [-3.08, 9.32, -4.95], [-0.50, -0.12, -3.11], [-1.39, 0.61, -1.84], [0.29, -0.54, 1.38], [-3.53, 3.43, 1.82], [1.69, 1.04, 0.41], [0.52, -0.83, 0.18], [1.36, 0.34, -1.47], [0.54, -2.66, -3.88], [-1.63, 1.90, -1.67], [0.32, 0.15, -0.24], [0.63, 0.52, -0.32], [0.63, 0.72, 3.16]],
  "energy_ev": -14027.4565,
  "total_charge": 1,
  "multiplicity": 1
}